1.
The following is a DFT calculation (wB97M-V/def2-TZVPD) of a 9-piece molecular cluster, C51H98ClN15O11PS overall in a non-equilibrium geometry.

Properties
HOMO-LUMO gap (eV): 6.63
HOMO energy (eV): -10.30
LUMO energy (eV): -3.67

Geometry as ORCA input:
```
! wB97M-V def2-TZVPD RIJCOSX def2/J DEFGRID3
* xyz 1 1
C 4.9322 -2.2505 0.9870
C 3.9367 -1.8195 0.4530
C 2.8181 -1.3967 -0.5193
C 1.5392 -1.8675 0.2359
C 1.0858 -0.9406 1.4020
C -0.4720 -0.9849 1.3839
O -1.0106 -0.4355 0.4467
N -1.2356 -1.6796 2.3841
C -2.6295 -1.6275 1.9605
C -3.2224 -2.6945 1.2276
C -4.5806 -2.6282 0.7935
C -5.4179 -1.5158 1.0736
C -4.8215 -0.4402 1.8096
C -3.4767 -0.5138 2.2485
N 3.0155 0.0768 -0.5345
O 4.3426 0.4974 -0.4170
C 4.4057 1.7881 -0.0996
N 4.5025 2.9243 0.0459
C 2.3423 0.4426 -1.7493
N 1.5420 1.4321 -1.8484
C 1.2611 2.3456 -0.7331
N -0.1760 2.5325 -0.5221
C 0.8560 1.6827 -3.1230
S 1.4213 3.2287 -3.9339
C 0.3348 3.5398 -5.3970
C 0.0420 2.2576 -6.2489
N 2.7028 -0.5441 -2.7094
P 3.9325 0.2491 -3.6575
O 4.0976 1.6951 -3.3124
C 2.9893 -1.8644 -2.0535
C 1.8223 -2.7872 -2.5838
C 0.5137 -1.9901 -2.9305
C -0.6575 -3.0031 -3.0516
C -0.9776 -3.7510 -1.7360
C -2.2325 -4.6947 -1.8763
N -2.0841 -5.8720 -0.9812
C 4.3777 -2.5181 -2.2133
C 4.6833 -2.9899 -3.6914
C 4.4110 -4.5427 -3.8243
Cl 6.4025 -2.6320 -4.1765
H 5.6214 -2.6509 1.7191
H 1.7862 -2.8475 0.6873
H 0.6689 -2.0438 -0.4113
H 1.4654 -1.2589 2.3909
H 1.3438 0.1211 1.2748
H -1.1808 -1.1132 3.2427
H -2.6546 -3.5886 0.9353
H -5.0183 -3.4550 0.2194
H -6.4588 -1.4681 0.7368
H -5.4264 0.4439 2.0325
H -3.0720 0.3461 2.7983
H 1.6890 3.3320 -1.0002
H 1.7463 2.0567 0.2117
H -0.5101 1.7711 0.0737
H -0.2439 3.3525 0.0797
H -0.2218 1.8035 -2.8969
H 0.9535 0.8108 -3.7889
H -0.6436 4.0048 -5.1220
H 0.8958 4.2336 -6.0475
H 0.5154 2.2815 -7.2459
H -1.0459 2.2003 -6.4190
H 0.3544 1.3220 -5.7553
H 5.1900 -0.3929 -3.5916
H 3.4983 0.1671 -5.0141
H 1.6563 -3.5395 -1.7923
H 2.0893 -3.3313 -3.5010
H 0.6564 -1.5039 -3.9145
H 0.2569 -1.2322 -2.1683
H -0.3986 -3.7536 -3.8217
H -1.5862 -2.4915 -3.3754
H -1.1818 -3.0794 -0.8767
H -0.1615 -4.4268 -1.4042
H -3.1665 -4.1769 -1.6113
H -2.2235 -5.1043 -2.9016
H -1.4552 -5.6481 -0.2124
H -1.6223 -6.6346 -1.4663
H 4.3582 -3.4448 -1.6122
H 5.2217 -1.8681 -1.9226
H 4.0070 -2.4126 -4.3843
H 4.0725 -4.8172 -4.8287
H 3.5762 -4.7612 -3.1307
H 5.2816 -5.1415 -3.5055
C -2.0657 0.9571 7.1366
C -1.1324 0.9855 5.9554
O -0.6691 -0.0459 5.4669
N -0.8090 2.1898 5.4350
C -1.2490 3.5131 5.8647
H -2.2271 -0.0750 7.4366
H -1.6294 1.4989 7.9767
H -3.0275 1.3956 6.8683
H -0.1806 2.1288 4.6498
H -1.7516 3.9957 5.0399
H -0.3664 4.0974 6.1356
H -1.9209 3.4620 6.7141
C -2.6055 5.1963 -2.2978
C -2.2128 5.9836 -3.5230
O -2.4673 5.5878 -4.6522
N -1.5578 7.1572 -3.3372
C -1.1698 7.7763 -2.0828
H -3.1186 4.2900 -2.6087
H -1.7182 4.9145 -1.7279
H -3.2820 5.7805 -1.6725
H -1.3287 7.6300 -4.1977
H -1.6398 8.7584 -2.0168
H -0.0852 7.9024 -2.0746
H -1.4680 7.1784 -1.2280
C -4.4940 6.3809 6.5914
C -3.5567 6.4170 5.4119
O -3.0942 5.3930 4.9185
N -3.2314 7.6287 4.9007
C -3.6723 8.9396 5.3432
H -4.6570 5.3468 6.8835
H -4.0596 6.9161 7.4368
H -5.4553 6.8214 6.3247
H -2.6021 7.5763 4.1149
H -4.1844 9.4363 4.5181
H -2.7985 9.5302 5.6219
H -4.3442 8.8733 6.1925
C 1.8694 9.5353 0.9661
C 0.8504 10.5859 0.5992
O -0.2901 10.5629 1.0371
N 1.2369 11.5774 -0.2456
C 2.5339 11.7758 -0.8663
H 1.4108 8.8197 1.6432
H 2.2047 9.0039 0.0738
H 2.7215 9.9930 1.4701
H 0.5047 12.2413 -0.4439
H 2.9253 12.7483 -0.5638
H 2.4119 11.7676 -1.9508
H 3.2399 11.0028 -0.5808
C -5.7046 -7.3408 -0.6341
C -6.2726 -6.0777 -0.0417
O -6.7116 -5.1703 -0.7390
N -6.2870 -5.9625 1.3102
C -5.8185 -6.9133 2.3025
H -5.7637 -7.2807 -1.7178
H -4.6571 -7.4527 -0.3479
H -6.2797 -8.2067 -0.3022
H -6.6799 -5.0915 1.6318
H -6.6549 -7.1791 2.9522
H -5.0427 -6.4327 2.8999
H -5.4150 -7.8123 1.8494
C 4.1121 -3.8828 -7.5093
C 2.9002 -3.2671 -6.8570
O 2.7317 -3.2799 -5.6351
N 1.9819 -2.6868 -7.6602
C 1.9990 -2.5695 -9.1086
H 4.7570 -4.3059 -6.7447
H 3.8106 -4.6811 -8.1884
H 4.6750 -3.1230 -8.0524
H 1.1988 -2.2969 -7.1581
H 1.9703 -1.5127 -9.3766
H 1.1122 -3.0598 -9.5116
H 2.8850 -3.0233 -9.5394
C 4.5969 -1.8560 4.7398
C 4.3075 -1.7688 6.2198
O 5.1785 -1.9189 7.0608
N 3.0244 -1.5150 6.5859
C 1.8756 -1.3131 5.7184
H 5.6540 -2.0638 4.5931
H 4.0176 -2.6652 4.2908
H 4.3580 -0.9093 4.2519
H 2.8901 -1.4691 7.5837
H 1.4548 -0.3320 5.9095
H 1.1243 -2.0690 5.9492
H 2.1499 -1.3874 4.6705
C -0.5324 -9.0823 2.4472
C -1.0144 -7.6568 2.3508
O -2.1798 -7.3796 2.1232
N -0.0980 -6.6629 2.5282
C 1.3207 -6.7872 2.8049
H -1.3727 -9.7514 2.2843
H 0.2220 -9.2803 1.6841
H -0.1206 -9.2771 3.4385
H -0.4921 -5.7375 2.4523
H 1.5412 -6.2918 3.7522
H 1.8818 -6.2917 2.0093
H 1.6299 -7.8255 2.8652
*
```


2.
The following is a DFT calculation (wB97M-V/def2-TZVPD) of a 26-piece molecular cluster, C8H62NO27P overall in a non-equilibrium geometry.

Properties
HOMO-LUMO gap (eV): 7.81
HOMO energy (eV): -8.01
ΔE to the lowest compared entry with this formula, charge and spin (eV): 0.000
LUMO energy (eV): -0.20

Geometry as ORCA input:
```
! wB97M-V def2-TZVPD RIJCOSX def2/J DEFGRID3
* xyz 0 1
C -3.8483 -3.4155 -0.9933
C -2.7616 -3.8516 -0.7456
C -1.4164 -4.2110 -0.3396
P -1.0815 -3.0266 1.0697
C -0.1096 -3.7667 2.4495
C -0.1994 -1.5902 0.3532
C -0.5238 -3.9836 -1.6031
C -0.7461 -5.3285 -2.3536
N 0.5561 -5.8511 -2.7363
O -1.3495 -6.2266 -1.4241
C -1.2371 -5.7123 -0.1754
O -1.0507 -6.3746 0.7971
H -4.6906 -2.7687 -1.0499
H -0.7576 -3.8326 3.3144
H 0.6764 -3.0607 2.7102
H 0.3335 -4.7345 2.2421
H -0.8332 -1.0832 -0.3686
H 0.0068 -0.8741 1.1380
H 0.7230 -1.8566 -0.1661
H -1.0403 -3.2379 -2.1957
H 0.5121 -3.7700 -1.3843
H -1.4123 -5.2051 -3.1994
H 0.4588 -6.4355 -3.5594
H 1.1590 -5.0916 -3.0227
O -3.1892 -5.9356 2.9968
H -2.2464 -6.0003 2.7949
H -3.5035 -6.8441 2.9277
O -3.1095 -0.3204 -1.9536
H -2.9492 -1.2705 -1.8660
H -3.8460 -0.2614 -2.5737
O -5.8157 -0.5631 -0.6461
H -6.1154 -0.9797 -1.4600
H -4.9588 -0.1674 -0.8645
O -2.7252 -2.5041 -3.9647
H -2.9660 -2.9696 -4.7738
H -1.8809 -2.0863 -4.1797
O -2.7658 -7.7429 5.6742
H -1.8591 -7.9045 5.3964
H -3.1682 -7.2885 4.9266
O -4.3663 -4.0019 -6.4068
H -4.2007 -4.9463 -6.3255
H -5.1051 -3.9458 -7.0212
O 0.0877 1.6688 1.0823
H 0.9796 1.4295 0.8054
H -0.2927 2.0871 0.3002
O -2.6956 2.5895 0.9150
H -3.5758 2.6464 1.2999
H -2.3127 1.7935 1.3027
O -0.0476 -1.4692 -5.5710
H 0.8933 -1.5006 -5.7715
H -0.4291 -0.9132 -6.2598
O -0.5896 0.8644 -3.1544
H -1.4975 0.6826 -2.8720
H -0.1898 -0.0018 -3.2769
O -2.9122 -1.4370 -7.8091
H -3.4790 -1.8856 -7.1725
H -3.2177 -1.7646 -8.6624
O -1.4599 3.6858 -2.5571
H -2.3528 3.5648 -2.2073
H -1.0936 2.7919 -2.5978
O 2.2608 3.3900 1.1882
H 2.4695 4.2322 1.6072
H 1.5735 3.0056 1.7483
O 2.3038 6.5534 1.7630
H 2.5172 7.3937 2.1882
H 1.6118 6.1848 2.3227
O 5.0284 6.6499 3.3688
H 4.6239 6.0342 2.7465
H 5.8954 6.8458 2.9928
O -3.8963 2.5458 -1.1079
H -3.6553 2.7797 -0.2016
H -3.5826 1.6411 -1.1839
O 6.5825 6.8159 5.7709
H 6.6336 5.9051 6.0857
H 5.7683 6.8335 5.2546
O 2.4578 -0.9818 -4.2278
H 2.9144 -1.3686 -3.4746
H 2.7491 -0.0637 -4.2381
O -2.7914 -3.6570 -10.1546
H -2.7752 -4.3006 -10.8690
H -1.8961 -3.3043 -10.1230
O 7.7875 4.0264 4.7139
H 8.1557 4.9187 4.7714
H 8.5111 3.4894 4.3784
O 5.9156 4.2900 7.2190
H 5.4737 3.9340 7.9948
H 6.5599 3.6190 6.9658
O 2.6513 8.1344 4.7224
H 3.0158 9.0238 4.7940
H 3.4045 7.5907 4.4648
O 8.6074 6.1804 2.5441
H 8.4277 5.3656 2.0637
H 9.5181 6.3971 2.3210
O -5.5948 -5.9218 4.7762
H -5.9798 -6.4908 4.1040
H -4.7468 -5.6432 4.4082
O 3.3026 11.2860 5.7791
H 3.5084 12.1384 6.1729
H 2.5952 10.9277 6.3252
*
```


3.
The following is a DFT calculation (wB97M-V/def2-TZVPD) of a 2-piece molecular cluster, C2HClNO2 overall in a non-equilibrium geometry.

Properties
HOMO-LUMO gap (alpha / beta) (eV): 6.19 / 6.43
HOMO energy (alpha / beta) (eV): -2.07 / -2.84
ΔE to the lowest compared entry with this formula, charge and spin (eV): 2.124
LUMO energy (alpha / beta) (eV): 4.12 / 3.59

Geometry as ORCA input:
```
! wB97M-V def2-TZVPD RIJCOSX def2/J DEFGRID3
* xyz -1 3
C -2.1873 1.7336 -0.0789
C -1.1462 0.9074 -0.4963
N 1.1373 1.4297 -0.6676
O -0.8336 -0.2127 -0.2409
O -3.0799 2.2628 -0.6365
Cl 1.7201 -0.1031 -0.2028
H 1.1691 1.4305 -1.7377
*
```


4.
The following is a DFT calculation (wB97M-V/def2-TZVPD) of C14H14N5O4PtS as an isolated structure.

Properties
HOMO-LUMO gap (alpha / beta) (eV): 4.40 / 4.41
HOMO energy (alpha / beta) (eV): -2.26 / -2.26
ΔE to the lowest compared entry with this formula, charge and spin (eV): 1.487
LUMO energy (alpha / beta) (eV): 2.14 / 2.14

Geometry as ORCA input:
```
! wB97M-V def2-TZVPD RIJCOSX def2/J DEFGRID3
* xyz -1 1
Pt -0.2292 -0.1603 0.4979
N 1.4803 1.0306 0.4470
N 1.8443 1.9705 -0.5464
C 1.5051 1.9186 -1.8727
N 2.1627 2.9331 -2.5477
S 0.4862 0.8824 -2.6220
H 1.4698 1.5299 1.3332
H 2.1690 0.2767 0.4530
H 2.7432 2.3941 -0.3708
H 2.2375 3.8074 -2.0443
H 1.8097 3.0409 -3.4855
O -1.7632 -1.5747 0.5288
C -1.6193 -2.7133 0.0911
C -0.4204 -3.4103 -0.3311
C -0.6203 -4.7610 -0.6287
C 0.4228 -5.5796 -0.9733
C 1.7378 -5.0753 -1.0337
C 1.9660 -3.7638 -0.7678
C 0.9083 -2.8470 -0.4240
O 1.1867 -1.6328 -0.2328
N 0.1749 -6.9776 -1.2571
O 1.1406 -7.6994 -1.4564
O -0.9756 -7.3840 -1.2279
H -2.5323 -3.3239 0.0264
H -1.6177 -5.1791 -0.5812
H 2.5433 -5.7456 -1.2977
H 2.9647 -3.3506 -0.8182
N -1.4147 0.9439 1.5821
C -1.3155 2.2575 1.7176
C -1.6946 2.8612 2.9740
C -1.6590 4.2181 3.1868
C -1.2488 5.1205 2.1943
C -0.9008 4.5794 0.9600
C -0.9290 3.2165 0.7176
H -2.0046 2.1866 3.7642
H -1.9502 4.5995 4.1623
H -1.2291 6.1880 2.3719
H -0.6288 5.2490 0.1458
H -0.7573 2.8470 -0.2816
*
```


5.
The following is a DFT calculation (wB97M-V/def2-TZVPD) of C39H38N3OP2RuSe2 as an isolated structure in a non-equilibrium geometry.

Properties
HOMO-LUMO gap (alpha / beta) (eV): 6.89 / 6.53
HOMO energy (alpha / beta) (eV): -13.55 / -13.64
ΔE to the lowest compared entry with this formula, charge and spin (eV): 0.000
LUMO energy (alpha / beta) (eV): -6.66 / -7.10

Geometry as ORCA input:
```
! wB97M-V def2-TZVPD RIJCOSX def2/J DEFGRID3
* xyz 2 2
Ru -0.3650 -0.4287 0.2730
C -3.9366 -0.7836 0.4803
C -3.6518 0.6713 0.1106
C -4.9227 1.5181 0.1676
C -2.9508 0.8102 -1.2458
C -3.8605 0.4650 -2.4309
O -3.1113 -0.5093 -3.1826
C -1.9975 -0.7887 -2.5253
N -1.7978 -0.1251 -1.4354
C -1.1682 -1.8244 -3.1639
C -1.7719 -2.5721 -4.1778
C -1.0579 -3.5223 -4.8859
C 0.2834 -3.7196 -4.6031
C 0.8865 -3.0010 -3.5815
C 0.1723 -2.0620 -2.8422
P 1.0413 -1.1283 -1.5453
C 1.8256 0.2248 -2.4451
C 1.5076 1.5396 -2.1099
C 2.0905 2.5885 -2.8047
C 2.9843 2.3241 -3.8310
C 3.3044 1.0124 -4.1642
C 2.7269 -0.0403 -3.4758
C 2.3722 -2.2396 -1.0259
C 3.6574 -1.7424 -0.8124
C 4.6676 -2.5923 -0.3832
C 4.3997 -3.9340 -0.1604
C 3.1102 -4.4242 -0.3296
C 2.0960 -3.5795 -0.7466
H -4.4834 -0.8217 1.4219
H -3.0108 -1.3458 0.6049
H -4.5451 -1.2808 -0.2796
H -2.9758 1.0815 0.8600
H -5.6965 1.1448 -0.5052
H -4.7207 2.5619 -0.0794
H -5.3272 1.4871 1.1784
H -2.5568 1.8255 -1.3346
H -4.0802 1.3088 -3.0784
H -4.7945 -0.0002 -2.1226
H -2.8114 -2.3973 -4.4114
H -1.5451 -4.0985 -5.6602
H 0.8658 -4.4297 -5.1748
H 1.9293 -3.1801 -3.3604
H 0.8073 1.7325 -1.3039
H 1.8530 3.6118 -2.5469
H 3.4384 3.1401 -4.3769
H 4.0068 0.8078 -4.9608
H 2.9814 -1.0607 -3.7333
H 3.8739 -0.6999 -1.0085
H 5.6663 -2.2047 -0.2341
H 5.1944 -4.5996 0.1485
H 2.9009 -5.4694 -0.1437
H 1.0932 -3.9647 -0.8847
Se 2.3110 0.1068 1.3486
P 1.2171 1.3558 2.7467
Se -0.7662 1.4702 1.8112
C 1.8841 2.9896 3.0621
C 3.1169 3.0745 3.7101
C 3.6259 4.3204 4.0296
C 2.9127 5.4693 3.7068
C 1.6925 5.3801 3.0529
C 1.1722 4.1367 2.7237
C 1.0041 0.5370 4.3402
C 0.0972 1.0952 5.2429
C -0.1395 0.4583 6.4483
C 0.5243 -0.7253 6.7525
C 1.4408 -1.2653 5.8623
C 1.6823 -0.6384 4.6463
H 3.6737 2.1782 3.9591
H 4.5816 4.3994 4.5296
H 3.3150 6.4408 3.9602
H 1.1461 6.2770 2.7948
H 0.2206 4.0639 2.2138
H -0.4193 2.0165 4.9985
H -0.8392 0.8854 7.1538
H 0.3263 -1.2244 7.6917
H 1.9727 -2.1730 6.1149
H 2.3951 -1.0546 3.9459
N -1.2633 -4.4106 1.4098
C -0.8523 -3.9936 2.6556
C -0.5023 -2.6902 2.5200
N -0.6998 -2.3199 1.2092
C -1.1571 -3.3783 0.5648
H -1.5970 -5.3334 1.1801
H -0.8493 -4.6414 3.5135
H -0.1304 -2.0011 3.2591
H -1.4194 -3.4143 -0.4800
*
```


6.
The following is a DFT calculation (wB97M-V/def2-TZVPD) of a 4-piece molecular cluster, C7H23FO3PS3 overall in a non-equilibrium geometry.

Properties
HOMO-LUMO gap (eV): 5.40
HOMO energy (eV): -10.63
LUMO energy (eV): -5.22

Geometry as ORCA input:
```
! wB97M-V def2-TZVPD RIJCOSX def2/J DEFGRID3
* xyz 1 1
C 1.8914 0.1463 -0.6950
P 3.1110 1.1270 -1.7710
F 2.3354 2.3255 -2.6522
H 2.2275 -0.9268 -0.5570
H 0.9215 0.1312 -1.3000
H 1.7763 0.6346 0.3187
H 3.6239 0.1986 -2.7261
H 4.0883 1.6632 -0.8826
C 0.3088 4.5751 -2.6896
S 0.4094 6.2685 -2.0692
O -0.5161 6.3707 -0.9038
C -0.4127 7.0313 -3.4829
H 0.7356 3.9087 -1.9414
H -0.7338 4.3038 -2.8646
H 0.8793 4.4921 -3.6164
H -1.4091 6.6046 -3.6080
H 0.1828 6.8665 -4.3825
H -0.4971 8.1017 -3.2962
C -2.0717 0.1192 1.6771
S -1.6665 -1.6368 1.5826
O -0.2784 -1.7469 1.0260
C -2.8136 -2.0214 0.2465
H -1.4374 0.5800 2.4350
H -1.8895 0.5958 0.7120
H -3.1180 0.2357 1.9619
H -2.5839 -1.4101 -0.6281
H -3.8350 -1.8327 0.5796
H -2.7047 -3.0762 -0.0079
C 0.4964 -4.0196 3.0724
S 0.1130 -5.3627 1.9316
O -1.3720 -5.3973 1.7669
C 0.5642 -6.6989 3.0577
H 0.2487 -3.0785 2.5810
H -0.0961 -4.1230 3.9834
H 1.5610 -4.0370 3.3132
H -0.0326 -6.6342 3.9689
H 1.6263 -6.6286 3.2979
H 0.3677 -7.6496 2.5619
*
```